[1]
DFT (ωB97M-V/def2-TZVPD) results for the molecule C5H14N3 at a distorted geometry.

Structure (XYZ):
```
22
Properties=species:S:1:pos:R:3:forces:R:3:mulliken_spin:R:1
C 2.292 0.480 1.407 -0.2263 0.3244 0.5554 -0.110
C 1.258 0.844 0.362 -0.5564 -0.3926 -0.7628 0.751
C 0.358 -0.352 -0.019 -0.4331 -0.0397 0.2435 0.146
C -1.088 -0.182 0.487 0.3326 -0.2168 -0.0382 0.116
N -3.264 -1.024 -1.199 -0.1499 -0.2537 -0.1466 0.005
C -2.618 -1.800 -0.277 0.0389 0.2907 0.4728 0.004
N -1.701 -1.497 0.545 0.0210 0.2512 -0.2682 -0.007
N 1.915 1.446 -0.862 -0.2009 -0.9947 -0.2684 1.545
H 2.679 -0.529 1.296 0.0068 -0.0251 -0.2107 -0.068
H 1.837 0.553 2.401 -0.0335 -0.1338 -0.0635 -0.005
H 3.125 1.172 1.409 0.1864 0.1668 0.0026 -0.101
H 0.540 1.596 0.669 0.4123 0.4665 0.5012 0.491
H 0.327 -0.562 -1.085 0.1262 0.1300 -0.1355 0.079
H 0.702 -1.262 0.461 0.3135 -0.1112 0.0104 0.058
H -1.604 0.596 -0.093 -0.0527 -0.1134 -0.0536 -0.116
H -1.044 0.178 1.508 0.0165 0.2201 0.3290 -0.002
H -3.094 -0.043 -1.326 0.1646 -0.1275 -0.0496 -0.009
H -3.802 -1.509 -1.893 -0.0983 0.2269 -0.0332 0.001
H -3.014 -2.802 -0.192 -0.1105 -0.2758 -0.2418 0.001
H 1.224 1.956 -1.486 -0.0232 0.3019 0.1910 -0.751
H 2.722 2.068 -0.636 -0.1084 0.1350 -0.0921 -0.565
H 2.249 0.672 -1.476 0.3743 0.1708 0.0582 -0.464
```
Forces are in eV/Å.

The calculation puts the energy relative to the best compared isomer or geometry (same formula, charge and spin) at 24.2 kcal/mol. The multiplicity is 2. The frontier orbital gap (alpha / beta) is 4.40 / 10.04 eV. The LUMO energy (alpha / beta) is 0.87 / 0.76 eV.

---

[2]
DFT (ωB97M-V/def2-TZVPD) results for a cluster of 2 separate species, C2H6N3O2 in total at a distorted geometry.

Structure (XYZ):
```
13
Properties=species:S:1:pos:R:3:forces:R:3:mulliken_charge:R:1
C -1.700 -0.607 2.218 1.0044 -1.4807 2.9649 0.001
C 1.118 0.474 -1.539 0.3762 -1.0669 1.1508 0.316
N -1.028 -0.258 1.242 -0.7375 -0.2504 0.6517 0.584
N -0.544 0.127 0.309 1.2108 1.0833 -2.5565 -0.828
N 1.628 -0.138 -2.560 -0.0218 1.2377 -0.4680 -0.222
O -1.005 -1.135 3.285 -1.1578 -0.8718 0.9014 -0.477
O 0.449 1.578 -1.778 1.3774 -1.8891 -0.6137 -0.388
H -2.596 -0.135 2.377 -2.2518 0.7904 0.0970 0.284
H 1.185 -0.068 -0.542 0.2941 1.6075 -1.3105 0.360
H 1.410 0.405 -3.363 0.1559 0.1010 -1.5130 0.282
H 2.493 -0.665 -2.626 -0.4795 -0.5050 0.6566 0.315
H -1.641 -1.566 3.931 1.0729 0.7193 -1.2939 0.368
H 0.232 1.988 -0.955 -0.8432 0.5245 1.3331 0.406
```
Forces are in eV/Å.

The calculation puts the energy relative to the best compared isomer or geometry (same formula, charge and spin) at 59.7 kcal/mol. The frontier orbital gap is 7.55 eV. The LUMO energy is -4.32 eV. As for the total charge: +1.

---

[3]
DFT (ωB97M-V/def2-TZVPD) results for the molecule C5H9NO.

Structure (XYZ):
```
16
Properties=species:S:1:pos:R:3:forces:R:3:mulliken_charge:R:1
C 3.191 -0.367 -0.200 0.2167 -0.0936 0.0099 -0.655
C 0.919 -0.093 0.450 0.1901 0.3895 -0.4543 -0.645
N 1.966 0.408 -0.197 -0.2954 -0.2576 0.1246 0.099
O -0.171 0.618 0.111 0.1967 -0.1742 0.1297 -0.302
C -1.345 -0.002 0.587 -0.2795 -0.1269 0.1636 0.121
C -2.293 -0.538 -0.434 -0.0174 -0.1487 -0.1290 -0.532
C -2.633 0.702 0.364 -0.0928 0.1790 0.0725 -0.558
H 3.237 -0.909 0.746 0.0734 0.0711 -0.1561 0.297
H 3.180 -1.098 -1.017 0.1088 0.1101 0.0882 0.263
H 4.070 0.272 -0.303 -0.1112 -0.0105 0.0447 0.292
H 1.856 1.146 -0.890 -0.0499 -0.1026 0.1215 0.249
H -1.170 -0.564 1.498 -0.0845 0.1090 -0.1156 0.452
H -2.018 -0.389 -1.474 -0.0345 -0.0100 0.1807 0.243
H -2.808 -1.471 -0.224 0.0596 0.1744 -0.0080 0.222
H -2.596 1.652 -0.160 0.0056 -0.1418 0.0662 0.218
H -3.386 0.634 1.143 0.1141 0.0328 -0.1383 0.237
```
Forces are in eV/Å.

The calculation puts the energy relative to the best compared isomer or geometry (same formula, charge and spin) at 77.3 kcal/mol. The frontier orbital gap is 9.84 eV. The LUMO energy is 1.17 eV.

---

[4]
DFT (ωB97M-V/def2-TZVPD) results for a structure of composition C28H34BrN8OTi.

Structure (XYZ):
```
73
Properties=species:S:1:pos:R:3:forces:R:3:mulliken_spin:R:1
Ti -0.556 -0.163 0.155 0.0118 -0.0611 -0.0278 0.988
Br -1.863 6.289 -2.741 0.0004 -0.0106 0.0068 -0.001
C -1.942 4.633 -1.822 -0.0014 0.0335 -0.0145 -0.063
C -2.460 4.590 -0.533 0.0119 -0.0090 -0.0198 0.169
C -2.462 3.374 0.138 -0.0151 -0.0238 0.0467 -0.079
C -1.957 2.222 -0.444 -0.0102 0.0685 -0.0294 0.160
O -1.913 1.086 0.291 0.0067 0.0188 0.0517 0.006
C -1.475 2.250 -1.785 0.0294 -0.1115 -0.0008 0.012
C -1.028 1.099 -2.488 0.0182 -0.0162 0.0091 0.425
N -0.841 -0.109 -1.891 0.0326 -0.0223 0.0603 0.018
C -0.750 -1.266 -2.615 -0.0218 0.0591 -0.0278 -0.097
C -0.908 -1.411 -3.985 0.0044 -0.0262 0.0122 0.168
C -0.766 -2.670 -4.598 -0.0003 0.0144 0.0119 -0.035
C -0.484 -3.798 -3.879 0.0041 -0.0309 -0.0366 0.104
C -0.338 -3.700 -2.475 0.0198 0.0296 0.0730 -0.020
C -0.071 -4.807 -1.644 -0.0108 0.0383 -0.0386 0.009
C 0.052 -4.638 -0.290 0.0124 -0.0514 0.0209 -0.012
C -0.089 -3.355 0.246 -0.0074 0.0397 0.0221 0.028
N -0.340 -2.290 -0.495 -0.0326 0.1150 -0.0529 0.016
C -0.467 -2.442 -1.850 -0.0105 -0.0454 -0.0223 0.014
C -1.477 3.499 -2.446 -0.0075 0.0178 0.0187 0.120
H -2.844 5.484 -0.063 -0.0017 0.0008 0.0016 0.013
H -2.849 3.305 1.147 0.0003 0.0074 -0.0033 -0.002
H -0.799 1.214 -3.544 -0.0108 0.0147 -0.0036 0.005
H -1.171 -0.559 -4.594 0.0002 0.0023 -0.0031 0.019
H -0.897 -2.738 -5.670 0.0008 -0.0056 -0.0004 -0.001
H -0.383 -4.762 -4.358 -0.0004 0.0026 -0.0022 0.005
H 0.033 -5.788 -2.091 0.0015 -0.0050 0.0084 0.000
H 0.254 -5.473 0.365 -0.0006 0.0087 0.0078 -0.001
H 0.000 -3.189 1.311 -0.0004 -0.0125 -0.0011 0.002
H -1.114 3.553 -3.465 0.0002 0.0015 -0.0016 0.000
C -2.667 -1.189 2.375 0.0417 0.0016 0.0222 0.025
N -1.614 -1.888 3.090 0.0225 0.0193 -0.0182 0.002
C -1.936 -2.470 4.390 -0.0140 -0.0350 0.0006 0.000
C -0.560 -2.836 4.913 -0.0165 0.0205 0.0353 -0.001
N 0.306 -1.864 4.237 0.0146 0.0103 -0.0588 0.000
C 1.733 -2.177 4.226 0.0088 0.0101 0.0288 0.000
C -0.341 -1.392 3.125 -0.0156 -0.0076 0.0122 -0.016
N 0.127 -0.585 2.212 -0.0028 0.0227 0.0256 0.002
C 1.338 0.189 2.522 -0.0010 0.0243 0.0197 -0.004
C 1.309 1.450 1.680 -0.0051 0.0015 0.0138 0.015
N 1.140 1.024 0.285 0.0210 -0.0303 -0.0445 0.031
C 1.673 1.762 -0.682 0.0140 0.0374 0.0355 -0.033
N 2.083 1.244 -1.851 -0.0081 -0.0145 -0.0049 -0.019
C 2.370 -0.153 -2.090 0.0184 0.0036 -0.0070 0.013
C 2.725 2.260 -2.674 0.0036 0.0128 0.0005 0.017
C 2.315 3.555 -1.978 0.0086 -0.0036 -0.0078 0.005
N 1.902 3.096 -0.648 -0.0180 -0.0208 -0.0053 -0.002
C 1.120 4.015 0.173 0.0041 0.0155 0.0137 0.018
H -3.615 -1.677 2.593 0.0037 -0.0102 -0.0044 0.004
H -2.520 -1.253 1.298 -0.0832 -0.0802 -0.0415 -0.010
H -2.726 -0.135 2.656 0.0042 0.0057 -0.0103 -0.003
H -2.593 -3.331 4.284 -0.0043 0.0053 0.0010 0.000
H -2.426 -1.728 5.029 0.0116 0.0133 0.0001 0.000
H -0.280 -3.853 4.620 -0.0028 0.0010 -0.0170 0.000
H -0.476 -2.746 5.994 0.0062 -0.0069 -0.0007 0.000
H 1.921 -2.895 5.021 -0.0052 -0.0076 -0.0064 0.000
H 2.348 -1.304 4.420 -0.0012 0.0035 0.0022 0.000
H 2.038 -2.625 3.277 -0.0073 -0.0084 0.0025 0.000
H 2.249 -0.369 2.291 -0.0054 -0.0041 -0.0242 -0.002
H 1.360 0.467 3.579 0.0008 -0.0124 -0.0001 -0.001
H 2.239 2.007 1.819 0.0060 -0.0035 -0.0118 0.005
H 0.481 2.080 2.019 0.0021 0.0106 -0.0052 -0.005
H 2.110 -0.734 -1.208 -0.0047 -0.0014 -0.0035 -0.001
H 3.438 -0.277 -2.292 -0.0012 -0.0017 0.0050 0.001
H 1.804 -0.526 -2.942 -0.0068 0.0028 0.0028 0.005
H 2.384 2.209 -3.708 -0.0028 0.0001 -0.0011 -0.001
H 3.809 2.110 -2.658 -0.0004 -0.0044 -0.0066 0.001
H 1.462 4.028 -2.472 -0.0057 -0.0064 -0.0007 -0.002
H 3.128 4.275 -1.913 -0.0019 0.0010 0.0067 0.000
H 1.005 4.947 -0.376 -0.0011 -0.0025 -0.0049 0.002
H 1.617 4.234 1.118 0.0025 -0.0047 -0.0021 -0.001
H 0.123 3.617 0.360 -0.0025 0.0022 -0.0069 -0.016
```
Forces are in eV/Å.

The calculation puts the energy relative to the best compared isomer or geometry (same formula, charge and spin) at 0.6 kcal/mol. The multiplicity is 3. The frontier orbital gap (alpha / beta) is 5.07 / 7.28 eV. The LUMO energy (alpha / beta) is -2.83 / -2.81 eV. As for the total charge: +1.